No. 1
108
Properties=species:S:1:pos:R:3:mulliken_charge:R:1 method="wB97M-V/def2-TZVPD" total_charge=+3 e_homo_ev=-13.55 orbital_gap_ev=3.57 lumo_ha=-0.3667 molar_mass_g_mol=917.793 fmax_ev_per_a=0.514 relative_energy_kcal_mol=27.58
Ti 1.124 -0.372 -1.355 -1.08
C -4.573 -9.930 6.617 -0.85
O -3.947 -8.717 7.038 -0.44
C -3.408 -7.913 6.120 0.88
C -3.408 -8.162 4.743 -0.55
C -2.818 -7.254 3.887 -0.71
C -2.220 -6.090 4.371 0.33
C -2.228 -5.851 5.754 -0.48
C -2.810 -6.743 6.616 -0.80
C -1.608 -5.173 3.438 0.31
N -1.631 -5.282 2.114 -0.86
C -0.943 -4.217 1.657 1.02
C -0.475 -3.419 2.696 -0.20
N -0.915 -4.050 3.829 -0.07
C 0.279 -2.242 2.477 0.85
C 0.803 -1.378 3.465 -1.06
C 1.519 -0.268 3.100 -1.32
C 1.724 0.000 1.743 -0.39
N 1.256 -0.794 0.789 1.00
C 0.543 -1.903 1.132 -0.10
C 0.056 -2.707 0.056 0.09
N 0.308 -2.272 -1.213 0.54
C -0.106 -3.002 -2.251 -0.12
C -0.815 -4.189 -2.083 -1.15
C -1.117 -4.619 -0.811 -0.70
C -0.681 -3.868 0.297 0.43
H -4.928 -10.406 7.526 0.25
H -3.854 -10.581 6.118 0.36
H -5.417 -9.719 5.959 0.36
H -3.859 -9.055 4.341 0.44
H -2.816 -7.444 2.823 0.46
H -1.788 -4.956 6.177 0.24
H -2.826 -6.572 7.683 0.45
H -0.745 -3.789 4.786 0.20
H 0.642 -1.592 4.514 0.55
H 1.928 0.403 3.841 0.54
H 2.289 0.873 1.433 0.38
H 0.127 -2.620 -3.237 0.59
H -1.125 -4.745 -2.955 0.53
H -1.682 -5.525 -0.636 0.64
O 1.222 -0.346 -3.094 0.84
C 2.040 -0.285 -4.179 0.40
C 1.516 -0.035 -5.432 -0.75
C 2.392 0.053 -6.502 -0.79
C 3.762 -0.106 -6.306 -0.94
C 4.265 -0.356 -5.041 -1.34
C 3.405 -0.451 -3.948 1.16
C 3.874 -0.737 -2.599 0.02
N 3.144 -0.788 -1.464 1.47
C 4.029 -1.112 -0.438 -0.66
C 5.268 -1.251 -0.953 -1.13
N 5.147 -1.013 -2.300 -0.03
H 0.450 0.100 -5.550 0.55
H 2.010 0.248 -7.493 0.51
H 4.438 -0.034 -7.145 0.48
H 5.335 -0.468 -4.923 0.46
H 3.708 -1.251 0.576 0.52
H 6.206 -1.509 -0.498 0.47
H 5.903 -1.062 -2.967 0.18
C -1.270 3.840 -2.332 -1.28
P -0.419 2.242 -2.698 0.08
C 1.355 2.657 -2.500 1.41
C 2.184 2.142 -1.506 1.80
C 3.557 2.392 -1.480 -0.43
C 4.118 3.188 -2.459 -1.20
C 3.306 3.709 -3.467 -0.89
C 1.951 3.432 -3.498 -1.21
C -0.714 1.165 -1.182 0.55
C -1.677 0.134 -1.387 -0.66
C -2.374 -0.422 -0.335 -0.89
C -2.165 0.051 0.964 -0.91
C -1.269 1.079 1.201 -1.39
C -0.565 1.642 0.144 0.76
P -1.744 4.342 -0.607 -0.22
C -0.180 4.969 0.113 0.08
C -0.140 5.026 1.509 -0.45
C 0.992 5.473 2.173 -0.81
C 2.115 5.852 1.449 -0.70
C 2.090 5.798 0.064 -0.89
C 0.949 5.364 -0.599 0.39
C -2.682 5.856 -0.968 0.91
C -2.075 7.076 -1.264 -0.34
C -2.853 8.181 -1.564 -0.72
C -4.238 8.076 -1.572 -0.51
C -4.848 6.867 -1.274 -0.68
C -4.072 5.760 -0.965 -0.30
H -2.219 3.793 -2.873 0.70
H -0.674 4.605 -2.842 0.67
H 1.750 1.662 -0.616 -1.34
H 4.167 1.989 -0.681 0.46
H 5.174 3.417 -2.441 0.60
H 3.741 4.331 -4.238 0.56
H 1.347 3.826 -4.308 0.54
H -1.881 -0.188 -2.405 0.66
H -3.111 -1.192 -0.520 0.56
H -2.737 -0.367 1.781 0.47
H -1.148 1.482 2.197 0.73
H 0.108 2.469 0.344 0.54
H -1.019 4.744 2.079 0.48
H 0.993 5.542 3.252 0.49
H 2.997 6.207 1.963 0.46
H 2.952 6.119 -0.506 0.50
H 0.949 5.368 -1.679 0.61
H -0.997 7.170 -1.245 0.24
H -2.382 9.128 -1.786 0.44
H -4.843 8.941 -1.804 0.41
H -5.926 6.790 -1.269 0.42
H -4.549 4.821 -0.711 0.35

---

No. 2
33
Properties=species:S:1:pos:R:3:mulliken_charge:R:1 method="wB97M-V/def2-TZVPD" total_charge=0 e_homo_ev=-9.17 orbital_gap_ev=9.83 lumo_ha=0.0242 molar_mass_g_mol=268.263 fmax_ev_per_a=0.969 smiles="O=C(ONC1=NCCCCC1)c1c(F)cccc1F" relative_energy_kcal_mol=17.51
O -2.171 -1.673 -1.848 -0.54
C -1.458 -1.332 -0.955 0.02
O -0.373 -2.074 -0.634 -0.33
N 0.451 -1.559 0.398 0.11
C 1.686 -1.025 0.051 0.41
N 2.602 -1.193 0.907 -0.73
C 3.868 -0.521 0.777 -0.67
C 3.764 1.008 0.839 -0.63
C 3.327 1.651 -0.475 -0.90
C 1.907 1.284 -0.898 -0.41
H 1.205 1.566 -0.108 0.30
H 1.648 1.853 -1.794 0.36
C 1.748 -0.209 -1.211 -0.83
H 0.852 -0.367 -1.812 0.25
H 2.606 -0.546 -1.799 0.57
H 3.389 2.737 -0.369 0.35
H 4.023 1.359 -1.266 0.36
H 3.063 1.275 1.633 0.31
H 4.745 1.405 1.110 0.36
H 4.476 -0.874 1.615 0.36
H 4.370 -0.812 -0.155 0.33
H 0.514 -2.235 1.154 0.27
C -1.681 -0.095 -0.130 0.44
C -1.660 1.167 -0.714 0.43
C -1.914 2.318 0.011 -0.61
C -2.212 2.212 1.358 -0.36
C -2.249 0.973 1.975 -0.72
C -1.983 -0.158 1.227 0.88
F -2.028 -1.359 1.825 -0.34
H -2.481 0.870 3.023 0.47
H -2.416 3.102 1.933 0.40
H -1.877 3.273 -0.486 0.46
F -1.348 1.276 -2.013 -0.39

---

No. 3
57
Properties=species:S:1:pos:R:3:mulliken_charge:R:1 method="wB97M-V/def2-TZVPD" total_charge=0 e_homo_ev=-8.56 orbital_gap_ev=9.09 lumo_ha=0.0196 molar_mass_g_mol=400.479 fmax_ev_per_a=0.632 smiles="CCn1ccnc1CNC(=O)c1ccc(OC2CCN(C(=O)COC)CC2)cc1" relative_energy_kcal_mol=66.14
C 3.595 -0.232 2.980 -1.03
H 3.797 -1.044 2.287 0.32
H 4.352 0.538 2.851 0.41
H 2.623 0.193 2.738 0.24
C 3.603 -0.765 4.411 -0.66
N 3.356 0.290 5.361 0.24
C 2.203 0.593 6.016 0.87
N 2.337 1.668 6.754 -0.76
C 3.617 2.084 6.584 -0.57
C 4.263 1.246 5.723 -0.30
H 5.268 1.242 5.353 0.40
H 3.987 2.952 7.090 0.43
C 0.937 -0.190 5.917 -1.14
N 0.283 -0.019 4.635 -0.08
C 0.234 -1.004 3.708 0.44
O 0.730 -2.102 3.900 -0.68
C -0.447 -0.652 2.433 0.32
C -0.075 -1.346 1.288 -1.21
C -0.659 -1.085 0.064 -0.10
C -1.659 -0.121 -0.034 0.74
C -2.051 0.565 1.121 -0.92
C -1.454 0.307 2.334 -0.34
H -1.803 0.835 3.210 0.44
H -2.840 1.295 1.033 0.44
O -2.330 0.222 -1.161 -0.45
C -2.048 -0.417 -2.395 0.01
C -0.801 0.170 -3.066 -0.53
H 0.087 -0.013 -2.459 0.48
H -0.934 1.250 -3.153 0.22
C -0.619 -0.447 -4.454 -0.87
N -1.797 -0.215 -5.257 0.09
C -1.897 0.616 -6.316 1.00
O -2.959 0.845 -6.867 -0.67
C -0.605 1.267 -6.827 -0.81
O 0.447 0.369 -7.094 -0.36
C 0.182 -0.484 -8.184 -0.65
H -0.696 -1.111 -7.998 0.29
H 0.014 0.093 -9.101 0.30
H 1.062 -1.112 -8.303 0.23
H -0.228 1.969 -6.076 0.31
H -0.875 1.830 -7.731 0.38
C -3.001 -0.783 -4.685 -1.04
C -3.260 -0.192 -3.300 -0.64
H -4.144 -0.651 -2.856 0.42
H -3.439 0.881 -3.384 0.27
H -3.828 -0.555 -5.359 0.49
H -2.880 -1.870 -4.613 0.35
H 0.262 -0.040 -4.946 0.58
H -0.483 -1.531 -4.355 0.19
H -1.916 -1.498 -2.237 0.25
H -0.331 -1.643 -0.798 0.40
H 0.691 -2.102 1.373 0.44
H -0.043 0.907 4.410 0.25
H 1.126 -1.261 6.032 0.45
H 0.274 0.153 6.715 0.34
H 2.832 -1.531 4.517 0.35
H 4.577 -1.211 4.636 0.39

---

No. 4
10
Properties=species:S:1:pos:R:3:mulliken_charge:R:1 method="wB97M-V/def2-TZVPD" total_charge=0 e_homo_ev=-8.99 orbital_gap_ev=9.92 lumo_ha=0.0341 molar_mass_g_mol=75.071 fmax_ev_per_a=2.123 relative_energy_kcal_mol=62.99
C -0.147 -0.275 -0.299 0.26
N -1.030 -0.588 0.683 -0.43
N 0.456 -1.048 -1.184 -0.61
O 0.768 1.544 0.884 -0.46
N 0.516 0.901 -0.371 -0.24
H 0.553 2.469 0.712 0.36
H -1.151 -1.561 0.910 0.23
H -1.073 0.059 1.456 0.27
H -0.125 -1.748 -1.639 0.18
H 1.233 0.248 -1.152 0.43

---

No. 5
45
Properties=species:S:1:pos:R:3:mulliken_charge:R:1 method="wB97M-V/def2-TZVPD" total_charge=+1 e_homo_ev=-11.12 orbital_gap_ev=8.31 lumo_ha=-0.1032 molar_mass_g_mol=299.394 fmax_ev_per_a=0.807 smiles="C=CCOc1ccc(C[NH2+]Cc2cccnc2)cc1OCC" relative_energy_kcal_mol=24.56
C -4.777 -2.044 0.327 -0.62
C -4.434 -1.746 1.565 -0.24
C -3.682 -0.514 1.985 -0.65
H -2.867 -0.780 2.674 0.41
H -4.366 0.153 2.522 0.42
O -3.194 0.280 0.921 -0.39
C -2.151 -0.147 0.172 0.92
C -1.513 -1.368 0.371 -0.48
C -0.457 -1.780 -0.420 -1.18
C -0.007 -0.966 -1.450 0.57
C -0.620 0.263 -1.648 -0.51
C -1.687 0.701 -0.867 0.32
O -2.168 1.900 -1.244 -0.50
C -3.125 2.644 -0.497 -0.27
C -2.520 3.284 0.746 -1.01
H -1.653 3.883 0.476 0.31
H -2.217 2.526 1.463 0.24
H -3.258 3.928 1.213 0.36
H -3.441 3.420 -1.199 0.40
H -3.987 2.027 -0.239 0.21
H -0.305 0.918 -2.446 0.48
C 1.157 -1.391 -2.295 -1.36
H 1.244 -0.772 -3.188 0.38
H 1.060 -2.437 -2.590 0.47
N 2.421 -1.253 -1.494 -0.09
H 2.266 -1.731 -0.594 0.43
H 3.205 -1.715 -1.967 0.41
C 2.786 0.162 -1.193 -0.31
C 3.827 0.207 -0.110 0.19
C 5.140 0.596 -0.355 -0.62
C 6.044 0.595 0.694 -0.35
C 5.601 0.192 1.947 -0.34
N 4.356 -0.180 2.185 -0.57
C 3.493 -0.165 1.191 -0.27
H 2.480 -0.456 1.448 0.49
H 6.267 0.167 2.798 0.38
H 7.067 0.899 0.542 0.41
H 5.445 0.905 -1.345 0.39
H 3.146 0.634 -2.109 0.50
H 1.872 0.667 -0.867 0.27
H -0.015 -2.749 -0.244 0.50
H -1.868 -2.032 1.141 0.43
H -4.706 -2.386 2.392 0.37
H -5.333 -2.935 0.095 0.32
H -4.525 -1.409 -0.507 0.18

---

No. 6
12
Properties=species:S:1:pos:R:3:mulliken_charge:R:1 method="wB97M-V/def2-TZVPD" total_charge=0 e_homo_ev=-9.19 orbital_gap_ev=9.64 lumo_ha=0.0163 molar_mass_g_mol=128.156 fmax_ev_per_a=0.932 relative_energy_kcal_mol=55.82
C 0.762 1.042 0.004 -0.19
C -0.442 0.184 -0.006 0.77
C -1.770 0.691 -0.031 -0.59
C -0.626 -1.170 0.002 -0.16
H 3.746 -0.666 0.083 0.15
H 0.574 2.110 0.056 0.34
H -2.089 1.729 -0.086 0.39
H 0.001 -2.031 -0.017 0.47
N 1.998 0.728 0.014 -0.48
N -2.658 -0.261 -0.010 -0.36
O -1.938 -1.434 0.017 -0.18
S 2.443 -0.921 -0.027 -0.16